No. 1
{"formula": "C5H7NO", "method": "ωB97M-V/def2-TZVPD", "smiles": "[H]/N=C1\\OC[C@H]2C[C@@H]12", "energy_ev": -8833.6299, "homo_ev": -9.6, "de_lowest_ev": 2.573, "elements": ["N", "C", "O", "C", "C", "C", "C", "H", "H", "H", "H", "H", "H", "H"], "xyz": [[0.910370, 1.884107, -1.341022], [0.280472, 1.059863, -0.625013], [-1.030923, 0.708758, -0.784504], [-1.478363, -0.029483, 0.364178], [-0.222118, -0.566410, 1.012808], [0.842525, -1.176372, 0.008683], [0.908523, 0.226684, 0.450724], [0.290183, 2.294219, -2.038513], [-2.140383, -0.834234, 0.044817], [-2.054248, 0.669728, 0.993120], [-0.157979, -1.554276, 1.426151], [0.509967, -1.476669, -0.970731], [1.574386, -1.832003, 0.492061], [1.767588, 0.626087, 0.967240]], "atomic_forces_ev_per_a": [[-0.3, -0.1, 0.2], [0.3, 0.3, 0.0], [0.1, 0.1, 0.0], [0.0, -0.4, 0.0], [0.1, -0.8, -1.2], [0.2, 0.0, -0.7], [0.3, 0.2, -0.1], [0.0, 0.0, 0.0], [-0.1, 0.1, -0.2], [0.3, -0.3, 0.0], [-0.6, 0.6, 2.4], [0.2, 0.3, -0.4], [-0.5, 0.0, -0.2], [0.0, 0.1, 0.0]]}

No. 2
{"formula": "C5H7NO", "method": "ωB97M-V/def2-TZVPD", "energy_ev": -8831.7195, "homo_ev": -8.5, "de_lowest_ev": 4.483, "elements": ["C", "C", "C", "N", "C", "C", "O", "H", "H", "H", "H", "H", "H", "H"], "xyz": [[-1.608475, -1.059555, 0.071685], [-0.218354, -0.548553, 0.153775], [0.357180, 0.674993, -0.227622], [-0.432009, 1.776981, -0.679115], [1.827442, 0.689887, 0.175663], [1.918260, -0.594211, 0.655958], [0.723122, -1.303407, 0.680853], [-2.097065, -1.032383, 1.053074], [-2.178950, -0.430013, -0.616273], [-1.616565, -2.095629, -0.278797], [0.174398, 2.432821, -1.164954], [-0.778318, 2.280140, 0.133229], [1.194016, 0.371841, -1.038008], [2.735324, -1.162912, 1.080530]], "atomic_forces_ev_per_a": [[0.0, 0.0, 0.0], [0.1, 0.1, -0.1], [-0.4, -0.1, 0.1], [0.1, 0.1, 0.1], [0.0, -0.3, 0.1], [0.1, 0.0, 0.0], [0.0, 0.1, -0.1], [0.1, 0.0, -0.1], [0.1, -0.1, 0.1], [0.0, 0.1, 0.0], [-0.1, -0.1, 0.0], [0.0, 0.0, -0.1], [0.1, -0.1, -0.1], [-0.1, 0.1, -0.1]]}

No. 3
{"formula": "C5H7NO", "method": "ωB97M-V/def2-TZVPD", "smiles": "[H]/N=C\\CC#C.C=O", "energy_ev": -8832.6856, "homo_ev": -9.2, "de_lowest_ev": 3.517, "elements": ["O", "C", "N", "C", "C", "C", "C", "H", "H", "H", "H", "H", "H", "H"], "xyz": [[-2.996475, -0.772020, 0.474579], [-2.652033, 0.147224, 1.189368], [-0.532320, 0.531108, 0.584793], [-0.152175, -0.591392, 0.153455], [1.162190, -0.894668, -0.514994], [2.114347, 0.208907, -0.408081], [2.846461, 1.158379, -0.301694], [-2.850611, 1.206166, 0.948058], [0.152049, 1.279744, 0.487041], [-0.870494, -1.417762, 0.226034], [-2.188394, -0.015995, 2.179389], [1.578701, -1.822663, -0.106587], [0.928064, -1.095189, -1.568303], [3.522418, 1.981278, -0.224241]], "atomic_forces_ev_per_a": [[0.0, 0.3, 0.3], [-0.3, -0.1, 0.0], [0.4, -0.2, -0.2], [-0.1, 0.3, 0.1], [0.1, 0.0, 0.0], [0.4, 0.4, 0.0], [-0.3, -0.4, -0.1], [-0.2, -0.2, 0.0], [0.2, -0.1, 0.0], [0.1, 0.1, -0.1], [-0.3, 0.0, 0.0], [0.0, 0.1, 0.0], [0.1, 0.0, 0.1], [-0.1, -0.1, 0.0]]}

No. 4
{"formula": "C5H7NO", "method": "ωB97M-V/def2-TZVPD", "smiles": "[H]/N=C/C(=O)CC=C", "energy_ev": -8832.1130, "homo_ev": -9.6, "de_lowest_ev": 4.090, "elements": ["C", "C", "C", "C", "C", "N", "O", "H", "H", "H", "H", "H", "H", "H"], "xyz": [[0.771380, 0.388523, -0.732109], [-0.223710, 1.424896, -0.139565], [-1.070305, 0.801059, 0.957219], [0.909136, -0.812895, 0.118888], [1.093900, -2.074686, -0.191111], [-1.954784, 0.457936, 0.067913], [-0.054266, 2.626028, -0.248430], [-2.926469, 0.558667, 0.351845], [0.347410, 0.108969, -1.702018], [1.732079, 0.899413, -0.839717], [-1.288309, 1.360297, 1.875219], [0.283466, -0.506325, 1.138135], [1.081803, -2.855004, 0.555389], [1.298669, -2.376878, -1.211658]], "atomic_forces_ev_per_a": [[-0.7, 0.4, -1.4], [4.6, 0.2, 1.9], [-2.3, 2.8, -2.8], [-3.2, 1.2, 2.7], [0.5, -0.4, -0.2], [-0.4, -0.5, 1.2], [-1.2, -1.3, -0.1], [-0.2, -0.5, 0.3], [0.5, 0.1, -0.2], [-0.2, 0.1, -0.3], [0.0, -0.7, 0.3], [2.5, -1.4, -1.6], [-0.2, 0.0, 0.0], [0.3, 0.0, 0.0]]}

No. 5
{"formula": "C5H7NO", "method": "ωB97M-V/def2-TZVPD", "smiles": "Cc1occc1N", "energy_ev": -8835.4616, "homo_ev": -7.8, "de_lowest_ev": 0.741, "elements": ["C", "C", "C", "N", "C", "C", "O", "H", "H", "H", "H", "H", "H", "H"], "xyz": [[0.997303, 0.604955, -1.621287], [0.526904, 0.247895, -0.254197], [-0.638326, -0.273051, 0.218022], [-1.776500, -0.646834, -0.522477], [-0.545981, -0.270353, 1.651797], [0.695673, 0.209257, 1.931099], [1.357097, 0.536982, 0.799334], [0.238536, 0.320073, -2.360121], [1.156680, 1.687930, -1.702956], [1.934661, 0.094834, -1.872404], [-2.334093, -1.344795, -0.044754], [-1.519456, -1.002122, -1.433187], [-1.332429, -0.539340, 2.346789], [1.232654, 0.391243, 2.853526]], "atomic_forces_ev_per_a": [[0.0, -0.1, 0.1], [-0.2, -0.1, -0.1], [0.0, 0.2, 0.1], [0.1, -0.1, 0.0], [0.4, 0.1, -0.1], [-0.3, 0.0, 0.2], [-0.1, -0.1, 0.0], [0.2, 0.1, 0.1], [0.0, -0.2, 0.0], [-0.1, 0.1, 0.0], [0.1, 0.1, -0.1], [-0.1, 0.0, 0.0], [0.3, -0.1, -0.1], [-0.2, -0.1, -0.2]]}

No. 6
{"formula": "C5H7NO", "method": "ωB97M-V/def2-TZVPD", "smiles": "C[C@]12N[C@H]1CC2=O", "energy_ev": -8831.6769, "homo_ev": -8.8, "de_lowest_ev": 4.526, "elements": ["C", "C", "N", "C", "C", "C", "O", "H", "H", "H", "H", "H", "H", "H"], "xyz": [[0.499188, 0.067815, 1.751908], [0.336255, 0.588386, 0.162240], [0.180467, 1.594873, -0.970721], [-0.921099, 0.701063, -0.633453], [-0.748653, -0.778532, -1.055172], [0.630709, -0.740018, -0.352600], [1.635681, -1.397908, -0.255010], [0.374130, -1.044531, 1.965311], [-0.272355, 0.553468, 2.324967], [1.519067, 0.248528, 2.080904], [0.660752, 1.382116, -1.866420], [-1.842893, 1.207844, -0.333014], [-0.479391, -0.951572, -2.085069], [-1.571859, -1.431530, -0.733873]], "atomic_forces_ev_per_a": [[0.0, 1.6, -0.3], [0.1, -1.1, 2.0], [0.3, -0.3, 0.9], [0.1, -0.3, 0.4], [0.2, -0.4, -0.8], [0.1, -0.7, -1.3], [-0.8, -0.2, -0.5], [-0.2, 1.3, -1.4], [0.2, 0.5, 0.6], [-0.1, 0.4, 0.2], [0.0, -0.2, 1.1], [0.3, -0.5, -0.1], [-0.7, -0.1, -0.9], [0.6, 0.0, 0.0]]}

For reference, HOMO-LUMO gap by record: 10.54, 9.13, 10.09, 9.64, 8.82, 9.64 eV.
For reference, LUMO energy by record: 0.97, 0.62, 0.85, 0.08, 1.05, 0.85 eV.